ORCA calculation (wB97M-V/def2-TZVPD) on an isolated ion of composition C4H9N2Se and charge +1.

Values from the calculation:
Maximum force = 3.97 eV/A
DFT total energy = -2668.44646 Eh
HOMO level = -13.28 eV
Net charge = +1
Relative energy (zero: lowest compared OMol25 entry of this formula, charge and spin) = 0.0 kcal per mole
Molar mass = 164.09 u

Bonds (Å) are listed after each position.
Positions of all 16 atoms, in Å:
1 C -0.94 1.50 0.27  N4 1.473, H7 1.088, H9 1.089, H16 1.089
2 H -0.80 -0.86 -1.92  C5 1.091
3 H 3.36 -0.31 1.05  Se11 1.433
4 N -0.11 0.48 -0.38  C1 1.473, C5 1.501, H12 1.027, C13 1.495
5 C -0.88 -0.72 -0.85  H2 1.091, N4 1.501, C6 1.503, H8 1.091
6 C -0.26 -1.87 -0.11  C5 1.503, N10 1.247, H15 1.080
7 H -1.66 1.92 -0.43  C1 1.088
8 H -1.94 -0.61 -0.59  C5 1.091
9 H -0.31 2.31 0.65  C1 1.089
10 N 0.71 -1.62 0.63  C6 1.247, C13 1.643
11 Se 2.80 0.32 -0.11  H3 1.433, C13 1.973
12 H 0.34 0.91 -1.19  N4 1.027
13 C 0.96 0.00 0.54  N4 1.495, N10 1.643, Se11 1.973, H14 1.090
14 H 0.83 0.37 1.56  C13 1.090
15 H -0.64 -2.87 -0.23  C6 1.080
16 H -1.47 1.06 1.12  C1 1.089


ORCA calculation (wB97M-V/def2-TZVPD) on one molecule with the formula C4H9N3.

Values from the calculation:
Maximum force = 5.06 eV/A
DFT total energy = -321.98156 Eh
HOMO level = -9.22 eV
Relative energy (zero: lowest compared OMol25 entry of this formula, charge and spin) = 68.3 kcal per mole
Molar mass = 99.14 u

Bonds (Å) are listed after each position.
Positions of all 16 atoms, in Å:
1 C -1.00 1.94 -0.08  H6 1.044, H10 1.096, H11 1.039, N16 1.791
2 H 1.17 0.62 -0.49  C8 1.027
3 H 0.23 -1.29 -1.93  C9 1.156
4 N -2.70 -0.97 0.15  C12 1.150
5 H 1.72 -1.83 -0.90  C9 1.122
6 H -0.43 2.61 0.48  C1 1.044
7 H 1.60 -1.34 1.47  N13 1.029
8 C 0.80 -0.19 0.00  H2 1.027, C9 1.508, N13 1.455, N16 1.479
9 C 0.68 -1.42 -0.87  H3 1.156, H5 1.122, C8 1.508, H15 0.996
10 H -0.47 2.23 -0.99  C1 1.096
11 H -2.02 2.10 -0.19  C1 1.039
12 C -1.67 -0.46 0.27  N4 1.150, N16 1.328
13 N 1.54 -0.34 1.25  H7 1.029, C8 1.455, H14 1.002
14 H 1.03 0.17 1.94  N13 1.002
15 H 0.09 -2.10 -0.45  C9 0.996
16 N -0.56 0.26 0.36  C1 1.791, C8 1.479, C12 1.328


ORCA calculation (wB97M-V/def2-TZVPD) on one molecule with the formula C4H9N3.

Values from the calculation:
Maximum force = 3.76 eV/A
DFT total energy = -322.01287 Eh
HOMO level = -8.37 eV
Relative energy (zero: lowest compared OMol25 entry of this formula, charge and spin) = 48.6 kcal per mole
Molar mass = 99.14 u

Bonds (Å) are listed after each position.
Positions of all 16 atoms, in Å:
1 H -1.61 -1.07 0.24  C5 1.098
2 C 1.01 -0.50 1.08  H8 1.084, N9 1.386, C13 1.330
3 H 2.67 -1.80 1.13  C13 1.080
4 H -0.62 2.30 -1.89  N7 1.010
5 C -0.91 -0.57 -0.45  H1 1.098, H6 1.227, N9 1.452, C14 1.509
6 H -0.89 -0.54 -1.67  C5 1.227
7 N -0.45 1.34 -1.64  H4 1.010, C14 1.413, H16 1.011
8 H 0.49 0.32 1.56  C2 1.084
9 N 0.49 -0.83 -0.16  C2 1.386, C5 1.452, H10 1.010
10 H 0.84 -1.70 -0.53  N9 1.010
11 N -2.19 1.57 -0.13  H12 1.016, C14 1.265
12 H -2.83 1.03 0.44  N11 1.016
13 C 2.13 -1.00 1.61  C2 1.330, H3 1.080, H15 1.075
14 C -1.17 0.91 -0.50  C5 1.509, N7 1.413, N11 1.265
15 H 2.53 -0.61 2.52  C13 1.075
16 H 0.54 1.15 -1.61  N7 1.011


ORCA calculation (wB97M-V/def2-TZVPD) on one molecule with the formula C4H9N3.

Values from the calculation:
Maximum force = 5.23 eV/A
DFT total energy = -321.93325 Eh
HOMO level = -6.85 eV
Relative energy (zero: lowest compared OMol25 entry of this formula, charge and spin) = 98.6 kcal per mole
Molar mass = 99.14 u

Bonds (Å) are listed after each position.
Positions of all 16 atoms, in Å:
1 H 0.54 -0.32 2.33  C10 1.089
2 N -1.04 -1.43 -1.40  C3 1.254, H8 1.027
3 C -0.17 -0.65 -0.95  N2 1.254, C13 1.698, C15 1.458
4 H 0.64 1.67 -0.99  C13 1.089
5 H -1.70 0.08 2.54  N11 1.017
6 H 2.38 -0.67 -0.78  N7 1.013
7 N 2.00 -0.62 0.15  H6 1.013, C15 1.384, H16 1.013
8 H -1.83 -1.65 -0.79  N2 1.027
9 H -1.76 0.92 1.12  N11 1.017
10 C 0.00 -0.08 1.42  H1 1.089, N11 1.398, C15 1.376
11 N -1.37 0.10 1.57  H5 1.017, H9 1.017, C10 1.398
12 H -1.08 1.35 -1.35  C13 1.090
13 C -0.06 0.97 -1.44  C3 1.698, H4 1.089, H12 1.090, H14 1.093
14 H 0.24 0.83 -2.48  C13 1.093
15 C 0.64 -0.39 0.23  C3 1.458, N7 1.384, C10 1.376
16 H 2.56 -0.09 0.81  N7 1.013


ORCA calculation (wB97M-V/def2-TZVPD) on an isolated ion of composition C4H9N3 and charge +2.

Values from the calculation:
Maximum force = 5.74 eV/A
DFT total energy = -321.23905 Eh
HOMO level = -20.29 eV
Net charge = +2
Relative energy (zero: lowest compared OMol25 entry of this formula, charge and spin) = 101.3 kcal per mole
Molar mass = 99.14 u

Bonds (Å) are listed after each position.
Positions of all 16 atoms, in Å:
1 N -0.71 -0.33 -0.05  N7 1.465, C9 1.328, C10 1.472
2 H -0.13 -2.49 0.70  C9 1.176
3 H 0.92 1.11 1.65  C15 1.174
4 H -2.33 0.79 -0.83  C10 1.212
5 H -0.60 1.40 -1.05  N7 1.173
6 H 2.17 -1.73 0.10  N16 1.037
7 N 0.20 0.70 -0.55  N1 1.465, H5 1.173, C14 1.571, C15 1.432
8 H -2.42 0.39 1.04  C10 1.130
9 C 0.01 -1.40 0.29  N1 1.328, H2 1.176, N16 1.310
10 C -2.15 -0.05 0.03  N1 1.472, H4 1.212, H8 1.130, H11 1.057
11 H -2.89 -0.66 -0.39  C10 1.057
12 H 2.47 0.23 -1.13  C14 1.115
13 H 1.49 2.04 0.12  C15 1.040
14 C 1.63 0.06 -0.41  N7 1.571, H12 1.115, C15 1.530, N16 1.387
15 C 1.06 1.16 0.49  H3 1.174, N7 1.432, H13 1.040, C14 1.530
16 N 1.27 -1.21 -0.01  H6 1.037, C9 1.310, C14 1.387


ORCA calculation (wB97M-V/def2-TZVPD) on a 2-piece molecular cluster, C4H9N3 overall.

Values from the calculation:
Maximum force = 4.78 eV/A
DFT total energy = -321.22164 Eh
HOMO level (spin up / spin down) = -19.62 / -19.62 eV
Net charge = +2
Relative energy (zero: lowest compared OMol25 entry of this formula, charge and spin) = 112.2 kcal per mole
Molar mass = 99.14 u

Bonds (Å) are listed after each position.
Positions of all 16 atoms, in Å:
1 H 1.51 -1.58 -2.23  C15 1.083
2 H 1.27 1.54 0.63  C16 1.046
3 H 0.12 2.18 1.76  C16 1.150
4 N -0.44 0.56 0.70  C8 1.293, C13 1.435, C16 1.447
5 H -1.36 -1.02 1.52  C8 1.112
6 H -0.78 0.31 2.74  C8 1.065
7 N -1.48 -0.55 -1.26  H12 1.026, C13 1.280, H14 1.036
8 C -0.97 0.00 1.74  N4 1.293, H5 1.112, H6 1.065
9 H 2.99 -1.67 -0.99  C15 1.081
10 H -0.01 2.43 -0.09  C16 1.019
11 N 1.40 -0.96 -0.28  C15 1.234
12 H -2.46 -0.38 -1.01  N7 1.026
13 C -0.50 -0.18 -0.52  N4 1.435, N7 1.280
14 H -1.51 -1.09 -2.14  N7 1.036
15 C 1.98 -1.43 -1.27  H1 1.083, H9 1.081, N11 1.234
16 C 0.27 1.82 0.68  H2 1.046, H3 1.150, N4 1.447, H10 1.019


ORCA calculation (wB97M-V/def2-TZVPD) on a 2-piece molecular cluster, C4H9N3O overall.

Values from the calculation:
Maximum force = 1.08 eV/A
DFT total energy = -397.30629 Eh
HOMO level = -9.13 eV
Relative energy (zero: lowest compared OMol25 entry of this formula, charge and spin) = 27.8 kcal per mole
Molar mass = 115.14 u

Bonds (Å) are listed after each position.
Positions of all 17 atoms, in Å:
1 H 0.02 2.14 -1.72  C6 1.087
2 H 0.60 -4.16 -0.42  N15 0.994
3 C 0.37 1.40 0.28  C6 1.525, N11 1.461, H16 1.094, C17 1.504
4 H -1.17 0.77 1.47  N11 1.016
5 O -2.02 -2.38 -0.24  C9 1.155
6 C -0.52 2.04 -0.78  H1 1.087, C3 1.525, H7 1.089, H13 1.086
7 H -1.41 1.44 -0.94  C6 1.089
8 H 2.05 -1.41 -0.17  N14 1.018
9 C -1.00 -2.93 -0.31  O5 1.155, N15 1.191
10 H 0.25 0.98 2.28  N11 1.014
11 N -0.35 1.37 1.55  C3 1.461, H4 1.016, H10 1.014
12 H -0.08 -0.58 -0.53  C17 1.099
13 H -0.83 3.03 -0.45  C6 1.086
14 N 1.91 -0.43 0.08  H8 1.018, C17 1.253
15 N 0.13 -3.29 -0.40  H2 0.994, C9 1.191
16 H 1.28 2.00 0.43  C3 1.094
17 C 0.76 0.01 -0.12  C3 1.504, H12 1.099, N14 1.253


ORCA calculation (wB97M-V/def2-TZVPD) on one molecule with the formula C4H9N3O.

Values from the calculation:
Maximum force = 2.70 eV/A
DFT total energy = -397.12819 Eh
HOMO level (spin up / spin down) = -6.44 / -6.44 eV
Relative energy (zero: lowest compared OMol25 entry of this formula, charge and spin) = 139.6 kcal per mole
Molar mass = 115.14 u

Bonds (Å) are listed after each position.
Positions of all 17 atoms, in Å:
1 H 1.60 1.97 -0.50  C2 1.096
2 C 1.63 0.91 -0.25  H1 1.096, N3 1.465, C7 1.518, H10 1.092
3 N 0.99 0.09 -1.28  C2 1.465, C9 1.436, H15 1.013
4 H 0.74 -1.09 0.34  C9 1.253
5 N -0.64 0.37 0.47  C7 1.594, C9 1.694, N12 1.413, H17 1.025
6 H -2.42 0.12 1.34  N12 1.013
7 C 0.84 0.64 1.01  C2 1.518, N5 1.594, O8 1.203
8 O 1.02 0.95 2.16  C7 1.203
9 C 0.02 -0.75 -0.63  N3 1.436, H4 1.253, N5 1.694, C14 1.363
10 H 2.67 0.61 -0.07  C2 1.092
11 H -1.13 0.15 2.38  N12 1.019
12 N -1.46 -0.18 1.48  N5 1.413, H6 1.013, H11 1.019
13 H -0.51 -2.35 -1.91  C14 1.079
14 C -0.87 -1.53 -1.31  C9 1.363, H13 1.079, H16 1.080
15 H 0.56 0.63 -2.02  N3 1.013
16 H -1.91 -1.57 -1.04  C14 1.080
17 H -1.10 1.04 -0.16  N5 1.025


ORCA calculation (wB97M-V/def2-TZVPD) on one molecule with the formula C4H9N3O.

Values from the calculation:
Maximum force = 6.92 eV/A
DFT total energy = -397.14588 Eh
HOMO level = -9.66 eV
Relative energy (zero: lowest compared OMol25 entry of this formula, charge and spin) = 128.5 kcal per mole
Molar mass = 115.14 u

Bonds (Å) are listed after each position.
Positions of all 17 atoms, in Å:
1 C 1.65 -0.09 0.04  N7 1.393, C10 1.523, N17 1.549
2 O -2.93 0.71 -0.39  C8 1.327, H11 1.161
3 H 2.75 1.79 -0.30  C10 1.182
4 H 0.57 -1.86 0.35  N17 0.997
5 H -1.52 -2.56 0.11  N13 1.140
6 C -1.03 -0.65 0.09  C8 1.564, N13 1.355, N17 1.480
7 N 2.66 -0.85 -0.55  C1 1.393, H14 1.079
8 C -1.63 0.77 -0.14  O2 1.327, C6 1.564, H9 1.211, H15 1.189
9 H -1.38 1.18 0.98  C8 1.211
10 C 1.66 1.43 0.00  C1 1.523, H3 1.182, H12 1.138, H16 1.199
11 H -3.09 -0.19 0.33  O2 1.161
12 H 1.53 1.66 1.10  C10 1.138
13 N -1.99 -1.57 -0.18  H5 1.140, C6 1.355
14 H 2.53 -1.90 -0.78  N7 1.079
15 H -0.73 1.23 -0.77  C8 1.189
16 H 0.56 1.78 -0.33  C10 1.199
17 N 0.39 -0.89 0.46  C1 1.549, H4 0.997, C6 1.480


ORCA calculation (wB97M-V/def2-TZVPD) on one molecule with the formula C4H9N3O.

Values from the calculation:
Maximum force = 6.53 eV/A
DFT total energy = -397.20529 Eh
HOMO level = -9.41 eV
Relative energy (zero: lowest compared OMol25 entry of this formula, charge and spin) = 91.2 kcal per mole
Molar mass = 115.14 u

Bonds (Å) are listed after each position.
Positions of all 17 atoms, in Å:
1 C 1.46 -0.83 0.71  N4 1.282, N9 1.477, H17 1.183
2 N 2.31 0.46 -0.81  N4 1.373, H6 1.044, H7 0.932
3 H -2.55 1.37 -1.08  C13 1.039
4 N 2.34 0.09 0.51  C1 1.282, N2 1.373
5 H 0.82 -2.23 -0.41  N9 1.039
6 H 2.10 -0.42 -1.34  N2 1.044
7 H 3.11 0.82 -1.13  N2 0.932
8 H -0.61 0.53 1.50  C12 1.200
9 N 0.48 -1.25 -0.31  C1 1.477, H5 1.039, C11 1.444
10 H -3.06 0.77 0.59  C13 1.151
11 C -0.92 -0.95 -0.11  N9 1.444, C12 1.429, O14 1.277
12 C -0.87 0.40 0.34  H8 1.200, C11 1.429, C13 1.657, H15 1.108
13 C -2.25 1.21 -0.10  H3 1.039, H10 1.151, C12 1.657, H16 1.166
14 O -1.77 -1.89 -0.27  C11 1.277
15 H 0.02 0.82 -0.18  C12 1.108
16 H -2.03 2.29 0.27  C13 1.166
17 H 1.41 -1.19 1.83  C1 1.183


What did the fourth record say?
ORCA calculation (wB97M-V/def2-TZVPD) on one molecule with the formula C4H9N3.

Values from the calculation:
Maximum force = 5.23 eV/A
DFT total energy = -321.93325 Eh
HOMO level = -6.85 eV
Relative energy (zero: lowest compared OMol25 entry of this formula, charge and spin) = 98.6 kcal per mole
Molar mass = 99.14 u

Bonds (Å) are listed after each position.
Positions of all 16 atoms, in Å:
1 H 0.54 -0.32 2.33  C10 1.089
2 N -1.04 -1.43 -1.40  C3 1.254, H8 1.027
3 C -0.17 -0.65 -0.95  N2 1.254, C13 1.698, C15 1.458
4 H 0.64 1.67 -0.99  C13 1.089
5 H -1.70 0.08 2.54  N11 1.017
6 H 2.38 -0.67 -0.78  N7 1.013
7 N 2.00 -0.62 0.15  H6 1.013, C15 1.384, H16 1.013
8 H -1.83 -1.65 -0.79  N2 1.027
9 H -1.76 0.92 1.12  N11 1.017
10 C 0.00 -0.08 1.42  H1 1.089, N11 1.398, C15 1.376
11 N -1.37 0.10 1.57  H5 1.017, H9 1.017, C10 1.398
12 H -1.08 1.35 -1.35  C13 1.090
13 C -0.06 0.97 -1.44  C3 1.698, H4 1.089, H12 1.090, H14 1.093
14 H 0.24 0.83 -2.48  C13 1.093
15 C 0.64 -0.39 0.23  C3 1.458, N7 1.384, C10 1.376
16 H 2.56 -0.09 0.81  N7 1.013


The highest relative energy (zero: lowest compared OMol25 entry of this formula, charge and spin) belongs to which entry? number 8


Repeat the first record exactly.
ORCA calculation (wB97M-V/def2-TZVPD) on an isolated ion of composition C4H9N2Se and charge +1.

Values from the calculation:
Maximum force = 3.97 eV/A
DFT total energy = -2668.44646 Eh
HOMO level = -13.28 eV
Net charge = +1
Relative energy (zero: lowest compared OMol25 entry of this formula, charge and spin) = 0.0 kcal per mole
Molar mass = 164.09 u

Bonds (Å) are listed after each position.
Positions of all 16 atoms, in Å:
1 C -0.94 1.50 0.27  N4 1.473, H7 1.088, H9 1.089, H16 1.089
2 H -0.80 -0.86 -1.92  C5 1.091
3 H 3.36 -0.31 1.05  Se11 1.433
4 N -0.11 0.48 -0.38  C1 1.473, C5 1.501, H12 1.027, C13 1.495
5 C -0.88 -0.72 -0.85  H2 1.091, N4 1.501, C6 1.503, H8 1.091
6 C -0.26 -1.87 -0.11  C5 1.503, N10 1.247, H15 1.080
7 H -1.66 1.92 -0.43  C1 1.088
8 H -1.94 -0.61 -0.59  C5 1.091
9 H -0.31 2.31 0.65  C1 1.089
10 N 0.71 -1.62 0.63  C6 1.247, C13 1.643
11 Se 2.80 0.32 -0.11  H3 1.433, C13 1.973
12 H 0.34 0.91 -1.19  N4 1.027
13 C 0.96 0.00 0.54  N4 1.495, N10 1.643, Se11 1.973, H14 1.090
14 H 0.83 0.37 1.56  C13 1.090
15 H -0.64 -2.87 -0.23  C6 1.080
16 H -1.47 1.06 1.12  C1 1.089